Entry 1:
65
Properties=species:S:1:pos:R:3:forces:R:3 method="wB97M-V/def2-TZVPD" multiplicity=5 orbital_gap_ev="5.389 / 4.072" de_lowest_kcal_mol=17.3 s2=6.166 charge=+2 homo_ev="-12.96 / -14.30" total_energy_ev=-58012.5214 fmax_ha_per_bohr=0.1144
H 4.795 0.785 -3.540 -0.2 -0.4 -0.2
C -0.907 -0.312 2.542 -1.5 -0.5 5.7
C 3.130 -2.166 -3.022 -2.1 0.3 0.8
C -2.224 2.345 -0.188 0.0 0.0 -0.1
P 0.234 -1.895 -0.425 1.3 -2.2 -0.1
C 4.197 -1.294 -3.307 0.6 1.2 -0.6
H 1.621 -3.744 0.384 0.1 0.2 0.1
C 0.963 2.268 -3.974 0.8 0.5 -0.1
C -0.030 1.240 -3.723 1.5 -0.7 -0.7
H 4.997 1.883 1.316 0.0 0.2 0.2
C 1.566 -2.663 0.576 0.0 -0.3 -0.2
H 4.772 2.455 3.004 0.0 0.0 -0.3
H -0.901 -4.007 0.044 -0.2 0.2 -0.1
H -1.727 -2.598 0.799 0.1 -0.3 -0.3
H 0.730 1.187 0.632 1.9 2.3 -0.5
H -3.219 2.604 -0.573 0.2 0.1 0.1
H -4.188 0.357 -0.153 0.0 -0.2 0.0
C 1.838 -1.655 -2.863 0.9 -1.3 -0.3
C 2.656 0.544 -3.663 0.4 0.8 0.0
H 0.604 1.898 3.548 0.3 0.1 -0.1
C 1.524 2.429 3.251 0.0 -0.2 -0.2
C 1.876 1.324 0.494 -0.2 -0.4 -1.0
H 4.105 3.396 1.628 0.1 -0.2 0.2
H 1.129 -3.440 -2.021 -0.4 -0.1 -0.1
H 1.214 3.352 2.737 0.1 -0.2 0.1
C -1.356 1.627 -3.360 -1.2 0.5 -0.3
C 4.309 2.386 2.009 -0.5 -0.4 -0.3
Si 2.693 1.411 2.158 0.7 0.5 1.6
C -0.870 3.838 -4.239 1.6 0.4 -0.5
C 3.969 0.070 -3.483 0.6 -0.2 -0.4
Ru -0.250 -0.085 0.853 0.4 -0.6 -2.2
H -2.207 2.441 0.906 0.0 0.1 -0.3
P -1.821 0.616 -0.609 -1.9 1.8 -1.1
N 0.335 -0.044 -3.903 -1.0 -1.0 2.8
C -3.301 -0.262 0.021 -0.1 -0.1 -0.3
H -0.156 -2.409 -2.796 0.1 -0.2 0.1
C -1.224 -2.967 -0.110 0.1 0.0 -0.2
C 0.504 3.587 -4.148 -0.5 0.5 -0.5
C -2.200 0.714 -2.516 0.0 -0.2 0.2
C -1.801 2.851 -3.870 -0.2 -1.8 1.2
H 3.319 -3.216 -2.813 0.0 0.2 0.1
H 3.668 -0.124 3.818 -0.2 -0.1 -0.3
C 3.035 -0.273 2.927 -0.1 -0.1 -0.2
H -1.237 4.811 -4.569 0.2 -0.2 0.3
H -1.463 3.002 -0.629 -0.2 0.0 0.2
H -2.160 -0.306 -2.914 -0.2 0.1 0.1
H -1.918 -2.901 -0.961 0.1 -0.2 0.3
C 2.306 1.849 -4.069 -0.2 0.0 0.8
H -3.219 1.127 -2.524 0.1 -0.5 0.0
O -1.289 -0.378 3.645 0.8 0.1 -3.0
H -3.168 -0.422 1.101 -0.2 0.1 -0.4
H 1.350 -2.479 1.639 0.1 -0.1 -0.4
H 2.117 -0.795 3.247 0.3 0.2 -0.1
H 1.230 4.389 -4.269 -0.2 -0.1 -0.1
H 3.576 -0.934 2.231 -0.1 0.2 0.3
H 1.938 2.336 0.074 -0.3 -0.1 0.0
H 2.523 -2.186 0.321 -0.2 -0.2 0.1
H 2.051 2.722 4.170 -0.2 -0.1 -0.2
H 3.087 2.546 -4.333 0.0 0.1 -0.1
C 1.570 -0.387 -3.466 -1.1 1.1 -0.9
C 0.752 -2.426 -2.182 -0.2 0.2 0.1
H -3.407 -1.233 -0.476 -0.2 0.2 0.2
H 2.279 0.634 -0.275 -0.2 0.2 0.5
H 5.206 -1.703 -3.375 -0.2 0.3 0.2
H -2.873 3.075 -3.879 0.4 0.0 0.2

---

Entry 2:
65
Properties=species:S:1:pos:R:3:forces:R:3 method="wB97M-V/def2-TZVPD" multiplicity=2 orbital_gap_ev="2.581 / 4.756" de_lowest_kcal_mol=19.9 s2=0.755 charge=+1 homo_ev="-6.83 / -8.98" total_energy_ev=-86971.6932 fmax_ha_per_bohr=0.0898
H -1.272 -4.829 -0.804 -0.2 0.2 0.0
H 0.912 -4.734 -0.148 0.2 0.2 0.1
H -3.425 1.764 -2.942 0.4 -0.3 0.0
H -2.187 -3.981 0.484 0.1 -0.1 -0.3
H 1.902 4.232 -3.753 -0.4 0.0 0.2
H -2.417 0.265 -3.107 -0.2 0.4 0.0
H 3.685 2.534 -1.347 -0.6 -0.5 0.7
H 2.228 -1.095 2.817 -0.1 -0.1 0.2
H -1.930 -1.798 4.067 0.0 0.3 0.1
C -1.669 -3.864 -0.473 -0.3 0.0 0.1
C -2.930 2.639 -0.212 0.1 -0.1 0.4
H -0.383 5.276 -3.772 0.0 -0.3 0.0
C 1.155 2.296 -3.227 -0.1 0.3 -0.3
H 4.568 -0.054 -3.729 -0.2 -0.2 -0.1
H 2.300 -3.725 -3.336 0.1 0.4 0.0
H -1.928 -1.533 1.072 0.3 0.0 -0.1
C -1.590 -0.759 3.942 -0.1 -0.1 -0.4
H -5.072 0.993 -1.150 0.3 -0.3 0.1
Si -0.232 -0.673 2.647 0.1 0.4 0.9
C 1.345 -1.251 3.452 0.2 0.0 -0.3
P -0.279 -2.700 -0.309 -0.6 -2.4 0.0
H -0.867 -1.971 -2.567 0.2 -0.2 0.1
H -1.207 -0.399 4.907 -0.1 -0.1 -0.2
C -1.287 2.089 -2.998 0.5 -0.1 0.1
C -0.268 4.215 -3.556 0.1 0.2 -0.3
H -1.029 -2.764 1.914 0.3 0.1 -0.4
C 2.355 -2.632 -3.276 0.2 -0.2 0.4
C 3.626 -0.573 -3.554 -0.8 0.0 -0.1
H 1.294 -3.673 1.249 0.0 -0.1 -0.2
H -4.415 -0.685 -1.198 -0.1 0.3 0.1
P -2.638 0.925 -0.802 -0.6 0.9 -1.0
H 0.144 1.670 2.996 -0.1 0.0 -0.2
C -2.492 1.259 -2.630 0.0 -0.3 -0.1
O 2.156 1.288 -0.599 -2.7 -1.9 3.3
H 2.040 -3.355 -0.345 -0.2 -0.1 0.1
C 1.134 -3.707 0.166 0.4 0.1 0.4
H -2.390 3.902 -3.334 0.3 -0.1 0.0
C 2.819 1.843 -1.492 2.9 2.3 -2.5
C 1.262 -1.916 -2.777 -0.1 0.7 0.2
C 1.311 -0.495 -2.881 -0.7 0.1 0.6
C 2.494 0.169 -3.220 0.5 0.0 -0.1
C -1.400 3.437 -3.318 0.0 0.2 0.3
C -4.355 0.291 -0.696 0.1 -0.4 0.3
C -0.099 1.122 2.076 0.3 0.3 0.1
H -2.454 -0.145 3.655 0.1 -0.2 0.1
C 1.005 3.643 -3.539 -0.1 -0.2 -0.1
Yb 0.146 0.195 -0.326 1.4 0.8 -0.3
H -3.876 3.035 -0.609 0.3 -0.1 0.1
H 0.732 1.405 1.385 -0.2 0.2 0.8
H -2.097 3.289 -0.509 -0.2 -0.1 0.1
H -4.598 0.155 0.370 -0.1 0.0 -0.4
H -2.985 2.610 0.885 -0.1 0.2 -0.2
H 1.291 -2.313 3.727 0.0 0.2 0.0
C -0.894 -1.859 1.291 -0.1 0.3 -0.6
H 4.368 -2.537 -4.044 -0.3 0.1 0.2
N 0.186 0.231 -2.497 -0.9 -1.5 -1.4
H -2.383 -3.484 -1.217 0.2 -0.1 0.2
H 3.288 2.155 -3.531 -0.1 0.0 0.1
C 3.522 -1.962 -3.662 0.1 -0.4 -0.1
C 0.015 1.519 -2.977 0.1 0.4 0.8
H -0.057 -3.583 -2.564 -0.1 0.1 0.8
C 0.006 -2.541 -2.200 0.4 1.4 -1.3
H -1.059 1.528 1.708 0.3 -0.1 0.1
H 1.478 -0.668 4.375 0.0 -0.2 -0.3
C 2.512 1.663 -2.937 -0.5 -0.3 -0.8

---

Entry 3:
93
Properties=species:S:1:pos:R:3:forces:R:3 method="wB97M-V/def2-TZVPD" multiplicity=1 orbital_gap_ev=3.558 de_lowest_kcal_mol=463.4 homo_ev=-10.42 total_energy_ev=-235047.0891 fmax_ha_per_bohr=0.1606
C -1.510 6.820 7.972 -1.5 -1.1 -0.7
H 7.426 -1.481 -8.206 0.4 0.9 -0.1
H 7.560 -0.294 -5.406 -0.3 0.4 0.2
H 2.246 -9.506 -2.510 -0.2 -0.1 -0.4
F -7.200 0.050 -5.165 0.2 1.6 2.2
F 5.526 6.175 -1.795 0.4 -1.1 1.3
H -0.874 -8.593 -0.723 0.8 -0.5 0.2
F 6.822 3.962 -1.409 -1.2 1.7 1.1
O 5.694 1.491 -6.925 -1.3 0.1 1.2
As -7.521 1.003 -3.593 -1.0 -0.5 -1.3
F 7.130 6.146 0.138 -0.6 -1.0 -0.6
H -6.350 -2.622 5.535 0.3 0.6 0.4
H -0.654 6.425 8.519 -0.3 -0.2 0.1
F -8.005 1.821 -2.084 0.8 -0.8 -1.2
H -1.128 7.560 7.269 -0.2 -0.3 -0.4
H 3.827 -5.030 6.761 0.2 0.3 -0.2
C 7.077 -0.354 -6.382 -1.7 1.6 -0.5
H -1.818 -9.237 -1.959 0.0 0.3 -0.9
Ca -0.620 0.984 -1.270 -0.1 0.2 -0.1
C -2.411 5.671 7.338 0.4 0.0 1.0
H -3.807 9.942 -5.984 -0.1 0.3 1.4
C -3.552 6.028 6.344 -0.2 1.8 3.0
H 4.838 -6.673 4.387 -0.6 -0.5 1.0
C 1.332 -9.424 -1.922 -0.3 0.2 -1.3
H -3.015 7.066 -8.397 -0.3 -0.2 -0.7
H -3.110 -5.142 5.963 0.4 0.6 1.2
C -4.046 -4.626 5.745 0.3 -6.2 1.6
C -5.920 -3.102 6.414 -0.4 -1.6 0.8
H 7.165 0.874 -8.226 -0.3 -0.4 0.0
C 3.693 -5.208 5.694 -1.4 -3.9 1.2
H 7.684 1.694 -6.796 0.1 0.1 0.0
As 5.806 5.101 -0.373 -0.5 -0.2 -0.8
C 4.990 0.580 -6.211 -4.1 0.5 0.0
C 7.679 -1.398 -7.150 2.0 -2.7 -0.9
H -4.667 7.106 -7.756 0.1 -0.3 0.2
H -2.210 7.339 8.628 0.3 0.1 0.3
O -2.890 6.267 -3.921 -0.4 5.5 -3.5
O -3.844 8.285 -4.619 -1.6 1.8 1.8
H -5.061 8.842 -6.305 -0.6 -0.5 1.2
C 0.230 -8.586 -2.658 0.2 -2.8 1.0
H 2.972 -6.014 5.553 -0.6 -0.1 0.8
C -0.399 -6.439 -2.547 0.2 0.7 -0.7
O 5.698 -0.571 -6.285 -2.7 -1.1 2.3
C -3.795 -3.158 4.198 1.0 3.4 -4.2
O 0.651 -7.301 -2.945 -2.0 2.3 1.2
H -4.175 8.387 -8.758 0.6 0.6 0.3
H -4.770 -5.434 5.846 -0.4 0.1 0.6
H 8.728 -1.269 -6.882 0.6 -0.1 -1.2
H -2.855 4.978 8.054 0.1 0.8 0.9
F 6.197 3.970 0.965 -0.9 1.1 -1.1
O -3.947 -4.437 4.432 -0.3 0.5 -4.9
H 6.655 -4.679 5.813 -0.6 0.3 -0.3
H 6.857 -6.303 5.252 0.4 0.0 0.2
H -3.904 -3.250 7.294 -0.2 0.2 0.0
O -3.637 -2.617 3.062 -0.5 -2.2 4.6
O 3.811 0.739 -5.753 5.5 -0.8 -1.8
H 6.098 -5.982 6.788 -0.5 -0.2 -0.1
F 4.711 6.115 0.628 0.9 -1.1 -0.7
H -6.235 -2.810 7.416 0.3 1.5 -0.3
H -6.503 -4.020 6.487 0.4 -0.8 -0.7
H 7.537 -2.444 -6.878 -0.6 0.1 1.0
O -2.621 7.214 -5.956 2.2 -1.6 -3.0
F -7.206 2.616 -4.361 -0.2 -2.0 0.7
C 4.880 -5.742 4.953 1.2 1.6 -0.3
C -3.793 7.713 -7.991 -0.6 -2.2 -1.5
C 3.899 -3.891 3.951 0.9 1.5 -2.0
O -1.438 -7.175 -1.909 1.4 2.7 -2.1
F -9.243 1.075 -4.155 1.9 0.0 0.7
C 6.149 -5.642 5.754 1.5 -0.9 -0.2
O 3.630 -2.942 3.239 1.2 -2.0 0.5
F -5.716 0.997 -3.090 -2.1 -0.3 -0.5
C -2.036 4.637 5.361 2.0 -0.4 -2.8
O -1.366 4.026 4.508 -3.2 1.8 1.8
C -3.053 7.266 -4.762 -0.3 -6.6 4.9
H -3.704 7.092 6.163 0.4 0.2 0.2
O -3.797 -2.506 5.386 0.0 0.9 -0.8
C -1.021 -8.511 -1.800 0.1 0.3 2.2
H 1.700 -9.006 -0.985 -0.7 0.3 0.1
O -1.632 4.714 6.587 0.6 0.5 1.4
H 0.930 -10.426 -1.774 0.1 0.0 0.2
H -2.401 8.935 -7.024 0.6 -0.4 -0.3
C -4.064 8.889 -5.867 -1.7 2.3 -0.6
F 4.273 4.198 -0.895 1.7 0.4 0.7
O -3.143 5.457 5.222 1.5 -2.9 -5.0
O 3.198 -4.158 5.002 -1.9 1.7 1.3
C -4.408 -3.395 6.339 -0.8 2.9 1.5
O -0.370 -5.250 -2.792 -0.5 -2.7 1.0
C 6.967 0.956 -7.157 2.5 1.5 -0.1
C -3.185 8.216 -6.786 2.3 1.4 -0.1
F -7.824 -0.613 -2.832 0.7 1.9 -0.5
H -4.528 5.670 6.671 0.0 -0.4 0.1
O 4.903 -4.823 3.867 0.2 2.0 -1.9
H -0.185 -9.011 -3.572 1.0 -0.5 -0.4

---

Entry 4:
85
Properties=species:S:1:pos:R:3:forces:R:3 method="wB97M-V/def2-TZVPD" multiplicity=1 orbital_gap_ev=6.450 charge=-1 homo_ev=-4.53 total_energy_ev=-150527.0329 fmax_ha_per_bohr=0.0549
H -6.089 -0.037 1.824 0.1 -0.1 0.0
O -4.339 2.677 -0.128 0.4 -0.1 -0.3
H -0.153 -1.933 -0.650 -0.1 -0.2 0.5
O -8.260 -1.787 1.477 0.2 -0.1 -0.1
Br -0.143 2.747 -0.606 -0.5 0.1 0.3
H -7.426 -4.088 -2.315 0.0 0.0 0.0
C 10.457 2.161 1.751 0.2 -0.4 0.2
C 11.082 3.464 1.324 0.4 0.1 0.0
O -2.200 -1.943 -5.446 0.0 0.3 0.0
O -7.132 -3.507 0.547 -0.2 0.0 -0.1
H -6.001 -0.673 3.475 0.1 -0.2 -0.1
H -3.356 -1.294 -2.155 0.2 0.1 0.4
O 6.530 -0.051 0.943 -0.3 -0.1 -0.1
O -5.284 -2.687 -3.466 -0.4 -0.4 -0.4
H 10.618 1.361 1.025 0.0 0.0 0.0
H 2.997 1.254 8.064 0.1 0.2 -0.1
C -7.953 -0.893 2.548 -0.2 0.2 0.3
H 11.316 4.114 2.171 0.0 0.0 0.0
C -2.755 -0.743 -5.139 -0.1 -0.1 0.3
C -6.449 -0.818 2.494 0.2 0.5 0.2
O -6.093 -2.092 1.953 -0.5 -0.2 -0.1
O 7.802 3.946 0.628 0.1 0.0 0.0
C 1.211 1.432 -1.199 0.6 -2.7 0.5
H 11.981 3.324 0.727 -0.1 0.1 -0.1
H 4.298 0.622 2.506 0.0 -0.1 -0.1
O 9.066 2.476 1.788 0.1 0.4 -0.3
H -2.028 -2.060 -7.491 0.0 0.0 0.0
H -8.428 0.075 2.394 -0.1 -0.1 -0.2
H 1.773 -0.256 0.037 -0.2 0.4 -0.3
H 4.243 -0.661 7.302 0.0 0.1 0.0
O 4.349 0.191 0.497 0.5 -0.2 -0.2
H -3.253 1.443 -2.075 -0.1 -0.4 0.0
H 6.462 2.006 0.850 -0.1 0.0 0.0
H -0.530 -2.391 -6.596 -0.1 -0.1 0.2
P -0.787 -0.348 1.233 1.8 -1.7 1.3
H 4.133 2.032 1.447 -0.1 -0.1 -0.2
C 1.173 -0.069 -0.878 -1.3 0.0 0.9
O 5.511 -1.480 -0.476 0.1 0.1 0.0
H -5.741 -2.621 -1.442 0.1 0.0 -0.1
O 3.917 1.956 6.333 0.1 -0.2 -0.2
C -3.766 0.675 -1.470 -0.1 0.0 0.8
H 1.696 -0.620 -1.678 -0.1 0.7 0.1
O 10.050 4.069 0.551 -0.1 -0.2 0.1
H 6.587 1.347 2.488 0.1 -0.2 -0.1
H -3.813 3.094 -0.826 -0.3 -0.2 0.0
H -4.743 0.511 -1.964 0.3 0.1 0.2
H 2.690 -1.012 6.515 0.1 0.0 -0.2
C -1.429 -0.370 -1.756 -0.2 -0.4 -0.1
H -1.032 0.132 -7.605 -0.2 0.1 0.1
O 0.200 -1.094 2.145 -0.4 0.5 -0.1
H -3.078 -1.172 -0.425 0.1 0.5 -0.1
H -1.209 -1.038 -2.619 0.0 0.4 0.3
C -7.418 -3.081 -2.736 -0.3 -0.1 0.3
C 2.990 1.089 6.988 -0.4 0.1 0.3
O 4.109 -0.044 5.344 0.1 0.4 0.1
H -8.321 -1.323 3.483 0.0 0.0 0.0
C 3.491 -0.280 6.606 -0.2 -0.4 0.2
O -4.133 0.778 0.937 -0.4 -1.1 1.2
H -8.315 -2.555 -2.413 0.0 0.0 -0.2
H 10.805 1.829 2.727 -0.2 0.0 0.0
C -4.075 1.317 -0.111 0.4 1.0 -1.5
O 2.098 1.868 -1.811 1.4 1.7 -1.4
C -2.928 -0.642 -1.377 -0.2 0.4 -1.2
O -7.358 -3.170 -4.162 0.3 0.1 -0.1
O -3.585 -0.581 -4.309 -0.1 0.3 -0.3
H -0.200 -0.068 -6.049 0.0 0.0 0.0
C 4.640 1.078 1.579 -0.4 0.2 0.3
C -7.158 -2.554 1.260 0.3 0.0 0.0
H 1.988 1.290 6.604 0.0 0.0 -0.1
H -2.083 -0.792 1.619 -0.2 0.6 -0.3
C 8.865 3.537 0.957 -0.3 0.0 0.0
C -1.112 -0.296 -6.606 0.3 0.2 -0.2
O -5.636 -3.252 -5.621 -0.1 0.0 0.0
C 6.136 1.203 1.511 0.2 0.4 0.2
C -1.424 -1.771 -6.627 0.2 -0.3 -0.2
H -0.691 1.023 1.610 -0.7 0.0 -0.2
C 5.464 -0.537 0.250 -0.2 -0.1 -0.1
C -6.049 -3.055 -4.521 0.3 0.1 0.0
B -0.304 -0.733 -0.608 -0.5 0.5 -1.0
O 5.128 1.745 4.438 0.0 0.1 0.2
O -2.228 0.251 -5.907 -0.1 -0.3 0.0
H -1.360 0.660 -2.158 0.0 -0.4 0.2
C 4.451 1.266 5.291 0.0 0.0 -0.2
H -6.301 -1.245 -2.414 0.0 0.0 -0.1
C -6.159 -2.329 -2.403 0.2 0.3 0.6